[1]
53
Properties=species:S:1:pos:R:3 method="wB97M-V/def2-TZVPD" e_above_lowest_kj_mol=0.0 charge=+1 molar_mass_g_mol=361.3 lumo_ha=-0.1857
C -1.72838 0.62824 1.34953
H -1.73933 -3.57605 1.64008
C 0.99557 2.22677 2.65676
H 0.11262 3.25005 -0.13682
H -4.22890 0.95135 -3.24507
N -1.77526 -0.42284 -1.54453
H 3.09536 -1.62733 -1.65822
H -3.88281 -0.78892 -3.18020
H 1.87227 2.41954 3.29881
P 1.52085 1.06206 1.33136
C -2.37617 0.52195 -2.29196
H 0.82989 -0.27690 -3.01404
H -0.03513 -1.78540 2.48659
H 3.91819 0.96242 0.61346
O -0.67096 3.30909 -0.72592
C 1.23875 -1.70028 1.76705
H 3.17392 2.58121 0.39273
O -0.86224 -1.98603 2.99261
O -2.22865 -1.71118 -1.79806
H -0.94256 -1.78761 3.94665
H 3.63661 2.03921 2.04097
H 0.66881 3.15944 2.16484
H -2.81758 -2.70751 1.03747
H -3.01146 0.26647 -4.30714
H 0.15639 1.80179 3.22694
H -3.38772 3.34439 -2.21124
H 1.59404 -0.32755 3.34061
H 2.25707 -3.90966 -1.11465
H -1.74736 3.92379 -2.56434
H 0.61532 1.15902 -2.75217
C 1.95303 -3.65346 -0.08749
H 1.14835 -4.32220 0.24867
C -3.43490 0.19913 -3.29848
H -2.76142 0.64972 0.98047
N -0.90767 2.00752 -1.20431
H 2.81553 -3.69930 0.59599
C 3.24542 1.70978 1.06296
H 3.01633 -0.63549 2.27851
H -2.02344 -2.29411 -1.02664
C 2.90768 -1.16972 -0.67153
O 0.89413 0.35658 -2.25523
H 1.72890 -2.59204 2.18309
H 2.84346 -0.07292 -0.77308
C 1.92125 -0.47805 2.29840
O -2.01856 -3.21107 0.77103
H -1.52002 1.49869 1.97783
H 3.73502 -1.46610 -0.00759
C -1.91749 1.87431 -2.07421
P 1.30043 -1.92962 -0.03513
H -2.61118 2.94273 -3.78570
Al -0.47732 0.41295 -0.19959
H -1.64267 -0.22341 1.99478
C -2.44601 3.09654 -2.71486

***

[2]
65
Properties=species:S:1:pos:R:3 method="wB97M-V/def2-TZVPD" charge=-1 molar_mass_g_mol=861.3 lumo_ha=0.0607
C -2.10923 -8.46630 2.23982
H 5.39996 6.66422 -1.79176
C -1.63027 -4.73377 -1.74310
H -0.28109 1.96309 -3.64473
I -5.54979 -6.33774 0.07646
O 0.58385 0.84318 -1.50756
P 0.19665 -0.77041 -1.34702
H 4.69155 5.07735 1.56835
C -0.39428 -4.34777 1.32804
H 3.25328 5.17057 3.36628
H 2.72625 6.41103 -0.41950
O 0.74627 -3.94536 1.05268
C 0.77086 3.58415 -3.44689
H -1.52321 -6.93093 3.24790
H 1.76762 3.90994 -3.73483
C 5.83941 6.08185 -0.97836
H 6.85816 5.78817 -1.24228
H 6.38098 7.63222 0.06555
Si -1.84129 -3.48333 0.44970
Cl -0.20481 -1.33536 -3.30637
O -0.71875 -5.26241 2.08497
O -3.90620 -1.88052 -2.19188
I -3.98874 -3.47471 2.91609
C 3.64849 4.23030 2.97108
C -5.68262 -3.35531 0.17949
H -1.10197 -8.84002 2.03129
H 3.59006 0.36133 0.43428
N -1.55034 -3.61499 -1.30551
H -0.48426 1.65162 0.64561
H 1.26286 7.06984 0.37408
H -5.27920 -2.36084 0.31765
C 1.63227 6.41454 -0.42042
O 0.60087 2.24209 -3.90238
O 2.18747 0.25948 1.95912
H 0.85454 1.00535 -2.42079
H 0.03277 4.24376 -3.91161
H -6.32774 -3.40255 -0.69205
O 1.13829 5.09663 -0.23319
C -4.57584 -4.38048 -0.01573
H -4.84466 -1.88094 -2.39406
Si -1.75985 -0.68957 -0.16810
O -1.88816 -1.87816 0.96023
H 5.24070 5.19022 -0.81054
H 4.51822 3.92103 3.55544
C 2.88632 1.00837 0.96576
H -3.15001 -5.37067 1.25054
Cl -2.80274 0.82341 -2.86326
H -6.30327 -3.63669 1.01325
H -2.46468 -7.88973 1.37974
O 4.01456 4.39465 1.59904
S -1.70035 1.15134 0.91680
H 2.88211 3.46157 3.03436
H 0.67794 3.64019 -2.35892
H -2.77624 -9.31327 2.39914
S -2.08042 -6.15906 -2.22169
H 3.43801 1.80306 1.46152
O -2.11791 -7.67260 3.41295
H 1.46847 4.79529 0.61786
P -3.62125 -0.45241 -1.42864
H 2.17879 1.44775 0.26119
H 1.27949 6.78659 -1.37997
H 1.70426 -0.44630 1.51647
O 5.84859 6.85145 0.22748
H -4.20445 -4.30923 -1.02448
C -3.43631 -4.35419 1.02540

***

[3]
57
Properties=species:S:1:pos:R:3 method="wB97M-V/def2-TZVPD" charge=+1 multiplicity=2 molar_mass_g_mol=377.3 lumo_ha="-0.1525 / -0.3345"
H -3.25360 -0.24839 -1.44558
H 0.86373 -3.70667 0.96274
H 2.90859 2.18867 2.59203
H -2.40324 -2.13470 -4.68632
C 0.96625 1.60051 -5.02002
O 0.36162 2.39670 4.64225
H -2.69818 -0.53984 1.71368
N 0.15559 1.53927 -0.27322
H -0.78640 -2.04985 5.07604
Li -1.48512 4.27396 -0.30213
H 2.78338 0.36261 -4.98100
H 1.80136 3.29721 -5.55462
O -2.72449 1.24119 -2.72595
H 0.46293 1.46386 4.84510
O 2.26760 0.52900 3.61705
H 3.04455 2.36611 4.25706
C 2.11525 0.86508 -4.28155
H -2.99988 0.81930 3.99579
H 1.21469 -3.45693 -1.46365
H 0.51640 2.71754 2.55555
H 1.09678 3.84355 3.49553
H 1.57482 -2.02794 2.67495
O 0.32884 0.76813 0.66313
H -1.77768 1.16836 -2.58506
C -2.30324 -0.34087 2.70993
H 2.80432 1.44573 -3.66827
O 1.30542 2.59615 -5.98376
O 0.07996 2.71686 -0.09486
H 2.34299 -0.98889 1.42348
O -1.45497 -1.41935 4.79838
H -1.59065 -1.26136 -2.47098
H 2.74951 -3.56050 -0.74007
C -3.28616 -0.02844 -2.51266
H 1.18643 0.27754 -2.70932
O -3.40364 0.31270 3.28731
C 1.11127 -2.70855 0.60137
H -0.05612 -1.11550 0.14628
H 3.08190 -2.45710 1.88549
C 1.84937 -2.94582 -0.73975
O -2.46043 -1.24451 -4.33152
H 1.64123 0.28862 2.93042
O -0.17385 -2.02742 0.42222
O 1.55388 -0.17252 -3.47353
H -1.23895 -2.24607 2.92751
H 2.18584 -2.03031 -1.22630
H -1.43917 0.32319 2.73293
H -3.16156 -2.13880 -2.61218
C -1.97787 -1.65889 3.47280
H -4.32975 -0.11973 -2.81382
H 0.37631 2.04425 -4.21804
C -2.56371 -1.29672 -2.96088
C 2.36588 1.95718 3.50854
C 2.10180 -2.00938 1.72099
C 1.06422 2.75403 3.49719
O -0.04376 1.10704 -1.42776
H 0.26683 0.87252 -5.43103
H -2.91713 -2.20183 3.57812

***

[4]
60
Properties=species:S:1:pos:R:3 method="wB97M-V/def2-TZVPD" e_above_lowest_kj_mol=1.9 molar_mass_g_mol=779.2 lumo_ha=0.0082
N -0.15839 0.15163 3.49590
Se -3.39411 1.20481 -0.65111
P -0.02516 0.66788 1.96066
C -1.27102 -0.68552 3.92370
O 1.02465 0.09260 -0.96281
C 3.07027 -2.02996 1.58306
H -0.33721 3.01600 -0.07149
C 2.33634 -2.54692 -0.69459
H 2.01377 -2.09424 -1.62760
O -0.91493 -0.10680 1.05598
P 2.05646 0.00946 0.09169
H -4.27972 -1.83355 -3.55561
C 0.59306 0.78704 4.56454
H 0.40490 4.12090 1.09476
C -2.43677 -2.03883 -2.82176
H 3.23737 -3.13812 -0.86864
C -1.43429 2.83010 2.43408
H 1.33484 2.74138 0.50000
N -1.90323 -1.62990 -3.96895
Se -4.17226 1.31841 -2.86028
H -3.86435 -2.96211 -0.84923
H -3.19631 -2.08151 -5.56111
H -1.83738 2.17597 3.20788
H -0.97818 -1.22322 -3.88367
C -4.52528 -2.52719 -1.59143
C 0.34092 3.07565 0.78914
H -1.99151 -0.09914 4.50244
C 3.61610 1.38785 -1.55516
H 4.05324 2.38495 -1.61950
C -2.66882 -1.22734 -5.13072
H 2.73973 1.35360 -2.19963
H 5.08146 0.45204 0.59111
H 3.29494 -1.22147 2.27585
H 3.96500 1.13069 1.80078
Se -0.34945 1.34903 -3.33469
H 3.97567 -2.62522 1.44608
Mg -1.03091 0.24530 -1.00372
H 4.35932 0.65801 -1.89535
H -5.31539 -3.23576 -1.83614
N 3.22004 1.14955 -0.16603
H -2.16728 2.90781 1.62550
H 2.29918 -2.66352 2.03408
N -3.75804 -2.23295 -2.78841
H 1.53133 -3.19998 -0.35115
C 4.32770 1.22629 0.77744
H -3.37474 -0.42614 -4.88787
O 1.52065 0.43536 1.55000
H -1.25738 3.81330 2.87144
N -0.15818 2.30227 1.92911
Te -2.37409 2.65741 -3.99812
H -1.76953 -1.10845 3.05574
H -4.95256 -1.61098 -1.18070
H 1.06838 0.02707 5.18904
H 1.36582 1.43431 4.15373
N 2.62305 -1.51496 0.29989
H -1.96933 -0.84007 -5.86651
H -0.89838 -1.49776 4.55153
H -0.06253 1.39632 5.19461
H 4.80564 2.20204 0.68280
S -1.43311 -2.30342 -1.45058

***

[5]
53
Properties=species:S:1:pos:R:3 method="wB97M-V/def2-TZVPD" e_above_lowest_kj_mol=374.6 charge=+2 multiplicity=7 molar_mass_g_mol=510.5 lumo_ha="-0.2637 / -0.2660"
H 0.61963 2.67946 -3.25583
H 1.61105 1.16007 -5.17556
H -0.60042 -2.57716 4.63989
H -1.83769 1.97091 -2.50215
C 2.23742 3.46357 -0.38479
H -3.25334 -2.00294 4.31808
H -0.56988 3.89512 -2.68657
H 2.12966 -3.89681 1.61954
H -0.81426 -4.58359 0.03051
H -1.49395 -3.21284 0.94268
H 1.55437 -0.94584 3.94869
H -1.49733 -3.18487 -0.84891
H -0.57878 -0.84008 -3.04182
H 0.99258 0.98818 -4.68012
N -1.60444 -1.34469 3.19516
H 1.77093 0.90221 1.79971
H 2.78504 -3.98417 -0.04321
H 2.47075 3.25480 0.66810
H 0.09866 4.92433 0.34518
N 0.09313 -0.09706 2.61272
C -0.50044 4.05024 0.04930
H -1.30037 4.36877 -0.63382
Se -2.41882 0.77403 1.36066
B -1.03269 0.20635 -3.46641
H 0.84384 -1.63402 0.98657
H 1.16721 4.28246 -2.66778
C 0.43344 3.47764 -2.52537
C -2.92656 -1.95010 3.27232
H 0.18291 1.82677 1.70156
C -0.50881 -1.77360 3.92673
H -1.57666 0.11526 -4.54538
H -2.61863 0.58370 -2.00293
C 1.86976 -4.04186 0.56237
H -2.90430 -2.96636 2.85772
H 0.62970 -2.78794 -2.35336
C 1.20397 -2.21962 -1.60724
H 1.04623 1.69951 3.23320
H 1.40795 -5.03221 0.42928
C -0.92969 -3.48985 0.04096
H -0.96364 3.59962 0.93970
P 0.57276 2.82658 -0.82019
H -3.63033 -1.34379 2.69858
C 0.81572 1.14076 2.31097
C -1.28770 -0.27573 2.42926
C 0.53733 -0.98363 3.60539
H 0.24888 0.83792 -3.92912
H 2.98674 2.96487 -1.01511
H 2.27433 4.54848 -0.56112
H 1.07945 -1.13854 -1.83277
N -1.77385 0.96154 -2.42407
Sm -0.04197 0.03449 0.15995
H 2.27374 -2.45034 -1.72237
P 0.72734 -2.77999 0.04121

***

[6]
51
Properties=species:S:1:pos:R:3 method="wB97M-V/def2-TZVPD" e_above_lowest_kj_mol=367.5 multiplicity=3 molar_mass_g_mol=336.3 lumo_ha="0.0146 / 0.0133"
N 0.81424 0.17552 4.13231
H 0.92400 0.68999 6.20322
H 0.67963 -2.07284 -3.28780
H 2.12112 2.02273 -0.61895
N -1.52770 0.48703 4.66875
H 4.59428 0.42798 0.10895
H -0.77778 1.45158 6.44231
H 4.43984 1.13825 0.02911
C -0.07250 -2.62875 -2.72059
H -1.73908 -3.86900 -0.62789
H 1.60177 -3.50784 0.63131
H -2.15962 -2.23297 -0.20196
H -0.00290 -3.68542 -3.02328
H -3.08795 0.84809 3.12961
H 1.41030 3.66916 -0.45394
H 1.92168 -1.32141 3.18680
P 0.19608 -2.30987 -0.96801
C -0.51147 0.17648 3.83604
H 1.26331 -4.51318 -0.77243
H -2.31415 0.67315 6.67252
H -1.02282 0.23789 0.08697
C -1.36809 0.58607 6.12446
H -3.36167 1.25700 4.94162
H -1.05157 -2.26046 -3.04374
H -1.73818 1.87997 -2.21810
C -1.33130 -2.94401 -0.18779
H -0.71000 3.36295 -2.21063
H -0.90654 -0.30944 6.55108
C -0.73601 2.28230 -1.98910
H 1.51939 0.18326 2.09945
H -1.19310 -3.17886 0.87096
P -0.31521 1.95584 -0.25138
H 0.02034 1.75725 -2.59990
H -2.40773 2.87389 0.64741
C -2.94311 0.54768 4.19830
H 1.06663 -0.77878 -0.97060
S -1.13026 -0.38533 2.28650
H -3.47351 -0.43099 4.28311
H 2.71291 0.26969 3.43679
C 1.39334 2.63592 -0.05431
C 1.78706 -0.22586 3.12265
C 1.42489 0.07181 5.45861
H -1.12579 2.73082 1.89560
H 2.42870 -3.20695 -0.86210
H 2.44803 0.47468 5.38700
H -1.07905 4.08557 0.72265
H 1.48354 -0.98082 5.82302
C 1.46149 -3.49078 -0.44923
H 1.67097 2.65532 1.01864
Ti 0.42442 -0.31418 0.59835
C -1.33145 3.01648 0.85012

***

[7]
71
Properties=species:S:1:pos:R:3 method="wB97M-V/def2-TZVPD" charge=-1 multiplicity=11 molar_mass_g_mol=767.4 lumo_ha="0.0679 / 0.0593"
H -3.80156 -0.41223 0.55997
C -4.19195 0.03755 1.48157
H -3.63321 -1.70488 2.69710
C 0.43541 -2.66649 2.43851
C 3.64324 -3.22285 -0.82225
O -2.21270 1.93648 -4.29482
O -0.98143 3.11315 -2.65933
O -1.12044 -0.97308 -0.21318
O -3.96327 -0.02195 3.87972
H 3.34181 2.03359 1.96130
H -5.27704 -0.13109 1.47890
C 4.12353 0.32193 3.03485
H 5.68273 1.50090 2.82037
O 5.52450 0.55490 2.89154
H -0.58623 -2.47610 0.83449
H 2.48719 -4.67056 -0.17812
H 0.30728 -3.21163 3.37168
O 0.48865 5.59010 1.98469
H -1.10824 2.68763 2.60519
O -1.93435 1.45710 -0.32766
H 1.28880 5.73531 2.49189
H -3.26451 1.57049 0.76203
H 1.25402 -1.20632 -0.10163
O -0.83709 0.46144 -2.07599
O -3.41536 -0.01476 -2.41786
Fe -2.56835 1.84903 -2.20548
H -4.04962 0.91464 3.66516
O 3.41729 -4.43267 -0.10786
H 3.16682 -2.05084 0.93432
H -2.45933 -0.41662 2.54224
H 3.53053 -1.11305 -0.50430
C 3.35666 0.93142 1.90475
O -1.19395 4.27738 -4.74205
H -1.79877 3.05419 0.43516
O -0.47583 -3.17881 1.48549
H 1.64921 0.66348 1.02083
O -3.87208 1.41966 1.50752
C -3.53738 -0.62144 2.66102
H -0.05070 -1.44766 -4.78679
C -0.70785 -2.30478 -4.60586
H 3.21999 -3.28129 -1.83290
O 2.04448 0.42600 1.88363
H 0.18484 3.12184 1.46873
Pd 0.74898 1.82184 -2.43480
C 3.04650 -2.03499 -0.15182
Fe -1.86014 -1.24643 -2.14363
H 0.03025 4.50155 3.73067
O 1.66524 -1.97984 -0.51236
P -0.97289 2.88339 -4.29109
H -0.74315 -2.80286 -5.58675
H -2.36704 -1.25727 -4.79431
H -1.30672 5.29163 2.89918
H 3.90618 0.70909 0.97514
C -0.15385 -3.26357 -3.60588
H 0.85386 -3.57481 -3.89103
C -0.37875 4.73081 2.74423
H 0.25144 -1.60276 2.60976
O -0.22869 -2.66348 -2.30555
H 4.00375 -0.76145 3.00518
O 0.43988 2.24953 -4.45651
H 4.72334 -3.10404 -0.89106
O -1.99985 -1.88844 -4.16132
H -0.73918 -4.18647 -3.55317
O -1.74026 3.82032 1.03045
H 0.59733 -2.54483 -1.79431
H 3.76424 0.67399 4.00785
C -0.72610 3.49387 1.95841
H -4.37026 -0.06563 -2.52639
H 1.47008 -2.79280 2.09419
P -0.73449 0.50016 -0.49380
O 0.71458 0.99436 -0.38784

***

[8]
56
Properties=species:S:1:pos:R:3 method="wB97M-V/def2-TZVPD" e_above_lowest_kj_mol=1.8 smiles="COCCNCCOC.NC(N)=O.CO.CO.CO.CO" molar_mass_g_mol=321.4 lumo_ha=0.0252
H 2.23323 -2.18290 -0.50003
H 0.86816 -5.78919 -1.31861
H -2.23152 2.05074 0.05711
H 2.06490 -4.50371 -0.95618
N 4.32479 -1.93232 0.86764
H 0.12846 -0.37321 -3.49628
H -0.23704 0.66714 -0.91565
H 5.18466 -1.96225 1.32156
H 2.53254 0.77718 1.10991
O 2.82497 2.68186 1.73646
H -6.06240 1.29059 0.00888
N -1.54985 1.60844 0.60306
H -0.36572 4.56261 -1.72003
O -1.51103 4.23729 -0.07260
H 0.00828 2.26103 1.92893
H 2.11631 1.93136 -0.11077
H 0.15151 4.50164 1.31703
H -0.46446 -3.52350 1.11658
H -1.29577 -0.64045 -2.61081
C 1.68864 -5.50924 -0.65527
H 1.17808 -6.69125 0.90245
O 5.22386 -1.43285 -1.24349
H 3.73358 1.44735 0.08753
H -1.07405 0.93325 -3.05926
H -1.50108 3.09194 2.21967
C -0.53332 0.05793 -2.76893
H -1.81965 5.58424 -1.64337
C 2.79885 1.65334 0.70761
H 0.34971 3.38858 -0.02187
C -3.11350 -0.22250 0.45724
C -2.20649 0.59044 1.35266
O -4.16197 0.53804 -0.23207
H 0.49278 -1.23827 -0.34848
O 1.30846 -5.75565 0.69865
H -2.48418 -0.72494 -0.33539
H 2.89680 -1.61871 -1.87402
H -2.79311 0.93998 2.18377
H 2.53959 -6.18143 -0.96081
H -0.44137 5.96777 -0.58020
C -5.24952 0.84082 0.59688
N 3.03960 -2.09849 -1.06019
H -4.93168 1.51574 1.41150
O 0.53704 -1.85265 0.39297
H -3.50295 -1.04763 1.07465
H 3.03159 3.53334 1.28634
H -5.76730 -0.12183 0.96794
H -0.30766 -3.40206 -0.62440
H -1.49888 -0.06947 1.84534
C -0.35851 3.76862 0.65247
O 0.27476 0.24722 -1.60429
C -0.88672 2.61282 1.43878
C -0.51687 -2.82406 0.30288
C -1.00213 5.12174 -1.07407
C 4.28308 -1.79939 -0.54198
H -1.53563 -2.43148 0.36975
H 3.59014 -2.47362 1.31285